51
Properties=species:S:1:pos:R:3 method="wB97M-V/def2-TZVPD" e_homo_ev="-4.12 / -4.84" e_above_lowest_kcal_mol=19.5 orbital_gap_ha="0.2493 / 0.2477" total_charge=-1 largest_force_ha_per_bohr=0.0407 spin_multiplicity=5 lumo_ev="2.67 / 1.90"
Ru 0.3820 0.6139 -0.4753
N 3.7003 -1.0928 1.9548
C 2.5584 -0.5630 1.3987
S 2.7791 0.5204 0.0489
N 1.4358 -0.9062 1.9190
N 0.2897 -0.4204 1.3093
C -0.7778 -0.6327 2.0083
C -2.1183 -0.2269 1.7253
C -3.1106 -0.6244 2.6361
C -4.4351 -0.3182 2.4484
C -4.8040 0.4048 1.3074
C -3.8612 0.8083 0.3965
C -2.4837 0.5123 0.5670
O -1.6525 0.9536 -0.3125
H 4.5443 -0.5693 1.8068
H 3.5743 -1.5151 2.8603
H -0.6205 -1.1779 2.9338
H -2.8012 -1.2099 3.4947
H -5.1804 -0.6469 3.1610
H -5.8496 0.6354 1.1374
H -4.1403 1.3551 -0.4956
C 0.1912 4.0918 -2.6531
C 0.2590 3.6848 -1.1673
C 1.3408 4.5235 -0.4552
C -1.1075 3.9489 -0.5078
N 0.6131 2.3219 -1.0676
H -0.0524 5.1522 -2.7511
H -0.5724 3.4971 -3.1559
H 1.1508 3.8923 -3.1321
H 1.1310 5.5915 -0.5478
H 2.3174 4.3110 -0.8928
H 1.3745 4.2520 0.6007
H -1.3530 5.0110 -0.5780
H -1.0780 3.6457 0.5391
H -1.8760 3.3612 -1.0063
O -1.6804 -4.3909 -1.4165
S -1.0163 -3.4490 -0.5507
O -1.4477 -3.4815 0.8261
N -1.0266 -1.9552 -1.2200
C 0.2140 -1.5509 -1.5157
S 0.5184 -0.3878 -2.7732
C 1.2775 -2.5352 -1.1779
C 2.6413 -2.4624 -1.4274
C 3.4360 -3.5449 -1.0850
C 2.8882 -4.6943 -0.5216
C 1.5225 -4.7759 -0.2863
C 0.7475 -3.6868 -0.6190
H 3.0593 -1.5671 -1.8646
H 4.5020 -3.5008 -1.2713
H 3.5274 -5.5340 -0.2790
H 1.0696 -5.6683 0.1272

---

43
Properties=species:S:1:pos:R:3 method="wB97M-V/def2-TZVPD" e_homo_ev=-8.49 e_above_lowest_kcal_mol=0.5 orbital_gap_ha=0.3261 largest_force_ha_per_bohr=0.0128 smiles="Cc1ccc(C(=O)COC(=O)COc2ccc(C)c(C)c2)cc1" lumo_ev=0.39
C -1.1810 -2.9900 -0.2004
C 0.1749 -2.3601 -0.1846
C 0.4485 -1.2264 -0.9392
C 1.6992 -0.6408 -0.9171
C 2.7180 -1.1960 -0.1450
C 4.0783 -0.6352 -0.0872
O 5.0664 -1.3059 0.0989
C 4.1982 0.8810 -0.2552
O 3.2184 1.5521 0.5305
C 2.4478 2.4580 -0.0548
O 2.5206 2.7849 -1.2104
C 1.4525 3.0371 0.9539
O 0.5885 2.0620 1.4793
C -0.4725 1.6413 0.7168
C -0.7031 1.9965 -0.6031
C -1.8400 1.5239 -1.2398
C -2.7570 0.7081 -0.5979
C -3.9851 0.2333 -1.3146
C -2.5157 0.3421 0.7315
C -3.4913 -0.5177 1.4755
C -1.3788 0.8071 1.3665
C 2.4528 -2.3515 0.5938
C 1.1960 -2.9154 0.5825
H -1.8604 -2.4263 -0.8334
H -1.1187 -4.0120 -0.5730
H -1.5880 -3.0288 0.8087
H -0.3296 -0.7919 -1.5488
H 1.8819 0.2258 -1.5340
H 4.0789 1.1579 -1.3105
H 5.1888 1.1950 0.0879
H 2.0176 3.4137 1.8117
H 0.9023 3.8599 0.4819
H -0.0173 2.6232 -1.1500
H -2.0128 1.8075 -2.2685
H -4.8837 0.5680 -0.7974
H -4.0092 0.6172 -2.3313
H -4.0171 -0.8556 -1.3562
H -3.1075 -0.7700 2.4603
H -3.6965 -1.4383 0.9320
H -4.4381 0.0081 1.5989
H -1.1744 0.5416 2.3922
H 3.2499 -2.7820 1.1811
H 0.9983 -3.8013 1.1686

---

61
Properties=species:S:1:pos:R:3 method="wB97M-V/def2-TZVPD" e_homo_ev=-1.93 e_above_lowest_kcal_mol=23.0 orbital_gap_ha=0.1600 total_charge=-1 largest_force_ha_per_bohr=0.0774 lumo_ev=2.43
C 5.0412 -2.8561 0.6499
C 4.5908 -2.3919 -0.7374
O 4.5382 -3.1921 -1.5971
O 4.2340 -1.1122 -0.9593
C 5.3393 -0.2047 -0.8043
C 4.8928 1.2118 -0.3909
C 3.7196 1.2415 0.6437
C 2.4741 1.9844 0.0885
C 1.4808 2.3661 1.2311
C 1.6123 1.5957 2.5788
C 1.1786 0.1290 2.4847
Br 1.6258 -0.8672 4.1452
C 1.8268 0.9642 -0.8927
C 0.6409 1.5992 -1.6884
C -0.6290 0.7231 -1.5315
F -0.8326 0.5946 -0.2043
F -0.3489 -0.4543 -2.1173
C -1.8048 1.4526 -2.2281
F -1.9177 2.7044 -1.8077
F -1.4730 1.5200 -3.5321
C -3.1836 0.6872 -2.2036
F -3.0507 -0.6305 -2.2952
F -3.8146 1.0696 -3.3395
C -4.1356 1.1436 -1.0444
F -3.4792 1.4497 0.0716
F -4.6381 2.3215 -1.4614
C -5.3792 0.2537 -0.7846
F -6.2526 1.0002 -0.1073
F -5.9826 0.0220 -1.9562
C -5.1975 -1.1306 -0.0871
F -6.3354 -1.4100 0.5608
F -5.1064 -2.0771 -1.0363
C -4.0468 -1.3437 0.9428
F -4.1084 -2.6440 1.3128
F -2.8309 -1.1946 0.4466
C -4.1415 -0.5136 2.2916
F -4.2750 -1.3544 3.3108
F -5.1649 0.3051 2.3489
F -3.0098 0.0988 2.5064
H 4.5036 -3.7649 0.9302
H 6.1107 -3.0951 0.5872
H 4.8904 -2.0962 1.4271
H 6.1029 -0.5807 -0.1056
H 5.8273 -0.1252 -1.7916
H 5.7579 1.7174 0.0649
H 4.5894 1.8257 -1.2490
H 3.5038 0.2065 0.9948
H 4.0946 1.8130 1.5083
H 1.6813 3.4262 1.4765
H 0.4189 2.3186 0.9403
H 2.5878 1.7125 3.0628
H 0.8986 2.0657 3.2862
H 1.6036 -0.4044 1.6342
H 0.0884 0.0947 2.3814
H 1.5350 0.0045 -0.4087
H 2.6012 0.7038 -1.6293
H 0.8828 1.7851 -2.7382
H 0.4738 2.5735 -1.2100
O -3.4370 -4.7665 -0.8340
H -2.8248 -4.5079 -0.1361
H -3.9465 -3.9670 -0.9988